This record from the Open Molecules 2025 dataset describes a structure of composition C47H35F5FeN2P2S2Si at a distorted geometry. The level of theory is ωB97M-V with the def2-TZVPD basis set.

Geometry as ORCA input:
```
! wB97M-V def2-TZVPD RIJCOSX def2/J DEFGRID3
* xyz 1 2
Fe 0.4502 -0.8026 0.1414
C 0.5991 0.8725 -2.2304
Si 0.3566 1.4877 -0.4368
C 1.8216 2.5103 0.1128
C 1.9187 3.9000 0.2120
C 3.0599 4.4894 0.7395
C 4.1054 3.6962 1.1931
C 4.0269 2.3117 1.0986
C 2.8969 1.7133 0.5448
P 2.7320 -0.0887 0.2207
C 3.9688 -0.8404 1.3499
C 5.3373 -0.7930 1.0641
C 6.2590 -1.3258 1.9535
C 5.8282 -1.9237 3.1320
C 4.4739 -1.9798 3.4220
C 3.5480 -1.4362 2.5372
C 3.6221 -0.2291 -1.3812
C 3.9926 0.8665 -2.1521
C 4.6309 0.6805 -3.3749
C 4.8830 -0.5974 -3.8491
C 4.5351 -1.6985 -3.0764
C 3.9245 -1.5129 -1.8441
C -0.3041 0.9008 1.3311
C 0.2921 0.7089 2.5792
C -0.4973 0.6513 3.7213
C -1.8767 0.8203 3.6328
C -2.4860 1.0928 2.4129
C -1.6900 1.1225 1.2812
P -1.8834 2.0303 -0.3133
C -2.3586 3.6180 0.4650
C -3.6671 4.0773 0.3477
C -4.1003 5.1444 1.1269
C -3.2305 5.7584 2.0153
C -1.9146 5.3185 2.1173
C -1.4835 4.2434 1.3569
C -2.8162 2.0973 -1.8782
C -3.7823 1.2631 -2.4210
C -4.2671 1.5153 -3.6984
C -3.7853 2.5810 -4.4445
C -2.8120 3.4133 -3.9097
C -2.3280 3.1719 -2.6340
H 1.3874 1.4364 -2.7388
H -0.3289 0.9634 -2.8037
H 0.8881 -0.1824 -2.2473
H 1.0984 4.5274 -0.1256
H 3.1276 5.5691 0.8094
H 4.9912 4.1571 1.6156
H 4.8464 1.7014 1.4572
H 5.6838 -0.3419 0.1417
H 7.3177 -1.2725 1.7276
H 6.5491 -2.3456 3.8224
H 4.1319 -2.4459 4.3387
H 2.4948 -1.4814 2.7681
H 3.8008 1.8724 -1.7998
H 4.9394 1.5436 -3.9541
H 5.3582 -0.7365 -4.8128
H 4.7480 -2.7019 -3.4295
H 3.6999 -2.3685 -1.2180
H 1.3692 0.6422 2.6625
H -0.0366 0.4958 4.6917
H -2.4797 0.8005 4.5333
H -3.5445 1.3223 2.3701
H -4.3499 3.6011 -0.3461
H -5.1235 5.4917 1.0456
H -3.5753 6.5802 2.6313
H -1.2283 5.8057 2.8006
H -0.4666 3.8796 1.4634
H -4.1678 0.4215 -1.8732
H -5.0286 0.8657 -4.1128
H -4.1672 2.7626 -5.4413
H -2.4305 4.2497 -4.4832
H -1.5658 3.8226 -2.2158
F -5.3926 -4.2414 2.1908
C -4.5550 -3.4969 1.4793
C -4.7486 -2.1414 1.3639
F -5.7827 -1.5644 1.9729
C -3.8805 -1.3776 0.6059
F -4.1835 -0.0751 0.5078
C -2.7649 -1.9078 -0.0354
S -1.6140 -0.9913 -1.0218
C -2.6188 -3.2871 0.1072
F -1.5943 -3.9143 -0.4907
C -3.4858 -4.0720 0.8323
F -3.2883 -5.3910 0.9154
S 0.2414 -2.4160 1.8919
C 0.8187 -3.3456 0.6320
N 1.0126 -4.6932 0.7190
C 1.1602 -5.4336 -0.3690
C 1.3032 -4.8190 -1.5759
C 1.3003 -3.4202 -1.6091
N 1.0520 -2.7140 -0.5551
H 0.8307 -5.1363 1.6102
H 1.1388 -6.5070 -0.2270
H 1.4111 -5.3935 -2.4841
H 1.4447 -2.8610 -2.5303
*
```

The calculation puts the HOMO-LUMO gap (spin up / spin down) at 6.69 / 6.64 eV. For the total energy, the calculation gives -148381.4967 eV. As for the energy above the lowest of the compared OMol25 structures with the same formula, charge and spin: 33.8 kcal per mole. As for the HOMO energy (spin up / spin down): -9.633 / -9.589 eV.